A 2-piece molecular cluster, C14H18N4O7Si overall in a non-equilibrium geometry. Source: OMol25; level of theory: ωB97M-V with the def2-TZVPD basis set.

Calculated values
charge: 0
E_HOMO: -7.82 eV
total energy: -1579.16142 hartree
SMILES string: O=[N+]([O-])c1cc([N+](=O)[O-])c2nonc2c1.CC1=C(O[Si](C)(C)C)OCC1
relative energy (zero: lowest compared OMol25 entry of this formula, charge and spin): 1.849 eV
spin multiplicity: 1
E_LUMO: -1.8497 eV
frontier orbital gap: 6.0 eV

Each line ends with the Löwdin charge.
Atoms and positions in Å:
O  2.3146  -0.2302  1.1273  0.008
N  1.3766  -0.9883  0.7284  -0.278
O  1.4806  -1.6765  -0.3150  0.051
C  0.1791  -1.1287  1.5227  -0.134
C  0.2857  -0.9832  2.9212  0.096
C  -0.8350  -1.1541  3.7279  -0.089
N  -0.6670  -1.2194  5.1699  -0.326
O  -1.6784  -1.2626  5.8991  0.060
O  0.5046  -1.1963  5.6145  0.034
C  -2.1068  -1.4102  3.0725  -0.142
N  -3.2066  -1.9818  3.6322  0.162
O  -4.0520  -2.2075  2.5637  -0.070
N  -3.4417  -1.8807  1.3036  0.169
C  -2.1716  -1.5170  1.6490  -0.200
C  -1.0030  -1.4831  0.8192  0.042
H  1.2800  -0.8290  3.3335  0.136
H  -0.9538  -2.2922  0.0392  0.138
C  -1.0345  -1.6665  -2.1960  -0.044
C  -1.2158  -0.5649  -1.2163  -0.282
C  -0.2417  0.4845  -1.3024  -0.349
O  0.9134  0.3954  -1.9020  -0.021
Si  2.2537  1.5037  -1.6932  0.485
C  3.6693  0.3543  -1.4420  -0.147
C  2.1980  2.3424  -3.3244  -0.148
C  1.8764  2.6012  -0.2709  -0.149
O  -0.6945  1.6729  -0.8975  0.013
C  -2.1929  1.6110  -0.9320  -0.039
C  -2.5243  0.1260  -1.0849  -0.124
H  -1.8246  -2.4073  -2.0141  0.096
H  -1.0930  -1.3162  -3.2528  0.112
H  -0.0587  -2.1472  -2.0131  0.083
H  4.5733  0.9704  -1.3126  0.047
H  3.5541  -0.2938  -0.5633  0.016
H  3.8074  -0.2696  -2.3362  0.050
H  2.9298  3.1554  -3.3740  0.041
H  2.4210  1.6332  -4.1310  0.045
H  1.2042  2.7669  -3.5154  0.044
H  2.7815  3.1859  -0.0562  0.051
H  1.0727  3.3100  -0.4953  0.042
H  1.6207  2.0559  0.6464  0.038
H  -2.6107  2.1242  -0.0545  0.135
H  -2.4820  2.1306  -1.8512  0.128
H  -3.1256  -0.0388  -1.9953  0.134
H  -3.0823  -0.2786  -0.2286  0.083